1.
128
Properties=species:S:1:pos:R:3:forces:R:3 method="wB97M-V/def2-TZVPD" charge=+1 largest_force_ha_per_bohr=0.065 energy_ha=-7784.653617 homo_lumo_gap_ev=6.193 lumo_ha=-0.1279
Zn -2.124452 -2.535332 1.267013 1.344 1.146 0.707
As -0.775605 0.978566 0.451083 0.098 2.065 -0.020
F 0.287025 0.871116 1.915935 -1.076 0.419 -1.593
F -2.008875 1.924991 1.421285 1.729 -1.620 -1.175
F -1.869637 0.929278 -0.922159 0.727 -0.314 0.984
F 0.475970 0.060946 -0.487659 -1.520 1.071 0.881
F -1.464533 -0.595282 1.047129 0.740 1.565 -0.592
F -0.116730 2.564517 -0.168631 -0.691 -2.779 1.541
C 0.781123 5.253463 -4.114552 0.674 -1.077 -1.008
C 0.445746 4.136182 -3.128294 -2.019 1.025 0.764
C 1.040583 2.729046 -3.218272 1.623 1.562 -2.436
O 0.909038 2.318304 -4.631841 -0.460 1.288 1.143
C 1.549469 1.144963 -4.984102 -0.310 -0.791 0.242
N 0.628731 4.675183 -1.783932 1.166 -0.690 0.058
H 0.249007 6.190531 -3.950649 -0.241 -0.248 0.479
H 0.490096 4.896039 -5.102307 0.112 0.161 -0.227
H 1.841492 5.503827 -4.146735 0.132 -0.115 0.117
H -0.626594 3.990320 -3.258327 -0.425 -0.246 -0.292
H 0.657071 2.047142 -2.459307 -0.313 -0.196 -0.330
H 2.110719 2.893131 -3.091910 0.363 -0.476 0.470
H 0.930841 0.359788 -4.549498 0.385 -0.812 0.029
H 2.588095 1.058039 -4.665026 0.150 0.146 0.410
H 1.567835 0.988467 -6.062659 -0.300 0.404 -0.079
H 0.016957 5.454145 -1.586278 -0.081 -0.265 -0.048
H 0.493029 3.918455 -1.128916 -0.182 0.722 0.184
C 3.795595 -3.453310 0.837901 1.028 0.299 -1.353
C 2.927588 -2.613746 -0.133586 0.102 -2.533 0.284
C 2.106089 -3.554419 -1.054977 1.314 0.175 -0.049
O 1.086731 -2.937380 -1.827973 -0.255 1.160 -0.538
C 1.614773 -1.984801 -2.809365 0.962 -1.003 0.243
N 2.033276 -2.004636 0.769168 -1.245 1.020 -0.198
H 4.696090 -3.738329 0.293864 0.010 -0.815 0.176
H 3.232457 -4.277199 1.276295 0.184 -0.171 -0.329
H 4.180653 -2.869446 1.673924 -0.276 0.381 -0.060
H 3.523232 -1.910963 -0.716156 0.249 0.056 -0.069
H 1.664507 -4.295420 -0.388629 -0.438 0.061 -0.188
H 2.765820 -4.093238 -1.735072 0.225 -0.104 -0.112
H 2.134523 -1.154798 -2.330776 -0.301 0.087 0.112
H 0.930168 -1.610382 -3.570423 -0.738 -0.198 0.759
H 2.352991 -2.522900 -3.404007 0.294 -0.109 0.024
H 2.663469 -1.432027 1.312367 -0.386 0.688 0.891
H 1.490396 -1.362398 0.209776 -0.484 0.379 0.325
C 0.267212 -5.036653 2.000942 -0.726 0.097 0.459
C -0.209945 -4.004777 3.038736 0.921 0.481 0.436
C 0.757439 -3.771121 4.220953 -0.886 -0.187 0.379
O 0.159847 -2.787895 5.117840 -0.275 -1.062 -1.249
C 1.083785 -2.207744 5.981080 1.338 0.075 0.832
N -0.336181 -2.718652 2.333416 -0.564 -0.215 0.400
H -0.306587 -4.950829 1.078171 -0.342 0.177 0.027
H 0.047475 -6.041708 2.361042 0.695 -0.095 -0.003
H 1.284737 -4.833661 1.666961 0.111 -0.390 0.524
H -1.162743 -4.283523 3.488815 -0.167 -0.080 -0.108
H 1.731912 -3.432478 3.869058 0.120 0.169 -0.130
H 0.880342 -4.722342 4.738816 0.183 -0.012 0.285
H 1.753444 -1.526224 5.456489 -0.099 0.399 -0.121
H 1.759396 -2.918828 6.456490 0.005 -0.588 -0.150
H 0.636880 -1.724700 6.850008 -0.581 0.230 -0.493
H 0.525884 -2.639770 1.813118 0.620 -0.202 -1.776
H -0.052351 -1.980903 2.962110 -1.147 0.592 0.855
C -1.885191 -2.982729 -2.940695 -1.290 0.803 -0.599
C -2.023335 -2.341916 -1.568895 0.577 1.239 -0.577
C -3.452396 -2.001056 -1.206354 -0.063 0.198 -1.409
O -3.600950 -1.617885 0.136738 -1.137 -1.162 1.354
C -5.008537 -1.774295 0.474906 -0.228 0.419 0.213
N -1.419025 -3.161006 -0.566772 -0.568 -2.120 0.895
H -0.962254 -2.789744 -3.487551 0.026 -0.138 0.473
H -2.683474 -2.530220 -3.528969 0.015 -0.013 -0.468
H -2.132044 -4.044397 -2.935802 0.232 -0.141 0.193
H -1.428668 -1.432696 -1.480684 -0.174 0.337 -0.560
H -4.108035 -2.846559 -1.414618 -0.093 -0.234 -0.108
H -3.789393 -1.138073 -1.780627 0.031 -0.133 -0.443
H -5.592774 -1.223665 -0.262370 0.008 0.171 0.158
H -5.213373 -1.413198 1.482747 0.417 0.331 -0.268
H -5.353605 -2.807821 0.445919 0.401 -0.279 -0.199
H -1.731382 -4.105465 -0.741503 -0.791 -0.659 0.179
H -0.487913 -3.319465 -0.924584 1.376 0.824 0.560
C 3.550112 2.460932 1.495926 0.955 0.482 -1.306
C 3.754336 1.003959 1.048178 0.645 1.775 0.564
C 5.252871 0.678090 0.855392 -0.105 0.101 -0.863
O 5.910193 1.405747 -0.270109 -1.195 -0.719 2.039
C 7.295775 1.108179 -0.333875 0.022 -0.134 -0.336
N 3.194541 0.189491 2.113951 -0.108 -1.107 0.605
H 4.099183 3.131436 0.834837 -0.211 0.141 -0.336
H 4.058171 2.632204 2.444944 -0.322 -0.257 0.348
H 2.509443 2.784831 1.510279 -0.007 -0.188 0.160
H 3.244552 0.755151 0.117428 -0.219 0.201 -0.043
H 5.254415 -0.402563 0.712981 0.437 -0.284 -0.563
H 5.756342 0.802266 1.814140 0.406 0.583 -0.004
H 7.796740 1.698880 -1.100820 -0.546 0.187 -0.220
H 7.411722 0.064693 -0.626786 0.291 -0.219 0.275
H 7.847591 1.352452 0.573825 -0.230 -0.268 0.387
H 2.236473 0.474179 2.259426 -0.430 -0.067 -0.534
H 3.553256 0.434104 3.025866 0.897 0.119 0.024
C -2.200269 0.646671 -4.551054 -0.547 1.163 -0.541
C -3.261290 1.739864 -4.214701 0.561 -0.793 1.058
O -3.243055 2.822866 -5.163026 0.164 0.902 0.398
C -3.211207 4.120048 -4.708842 0.128 -0.143 2.763
O -3.171920 4.464639 -3.512321 -0.191 -0.951 -3.193
O -3.224392 4.940903 -5.760092 -0.113 0.512 0.595
C -3.336126 6.361904 -5.468352 -0.414 0.887 -0.326
H -2.219874 -0.210434 -3.877932 -0.416 0.101 0.144
H -1.191918 1.057132 -4.497763 -0.071 0.184 -0.139
H -2.409903 0.318022 -5.568963 0.273 -0.234 -0.023
H -3.114376 2.053062 -3.181059 0.280 0.663 -0.184
H -4.254959 1.293252 -4.179396 -0.180 0.076 -0.581
H -2.620521 6.806474 -4.776717 0.353 -0.806 0.001
H -4.309717 6.698340 -5.111944 -0.284 -0.902 0.363
H -3.276620 6.917635 -6.404146 0.486 -0.606 -0.265
C -1.215826 1.360171 5.489204 0.021 -0.266 -0.635
C -1.727581 0.391052 4.387960 1.271 -0.731 1.131
O -2.821911 -0.376560 4.898983 -2.613 -0.527 -0.299
C -3.412696 -1.279773 4.125747 1.048 -0.305 1.313
O -3.016218 -1.540049 2.986871 -1.035 -0.460 0.273
O -4.353824 -1.917399 4.856215 1.262 0.493 -0.978
C -5.284430 -2.843562 4.285452 -1.200 0.351 0.304
H -0.230408 1.633815 5.112150 -0.037 0.578 0.065
H -1.029262 0.954743 6.483647 -0.132 -0.877 -0.275
H -1.825043 2.231274 5.730328 -0.085 0.096 -0.777
H -1.014341 -0.426571 4.283679 0.818 0.452 -0.288
H -1.892166 0.800412 3.391248 -0.415 0.316 0.395
H -5.598432 -2.552778 3.282984 0.165 -0.016 0.090
H -6.126160 -2.739594 4.970134 -0.225 0.127 -0.309
H -5.086800 -3.914265 4.336709 1.108 0.178 -0.085
C -0.387130 4.801813 2.316560 0.266 1.046 0.026
Cl -1.032774 5.527695 3.845777 0.223 -0.677 -0.666
Cl -0.874224 5.874799 0.915800 0.246 -1.091 1.042
H 0.699437 4.825902 2.399540 -0.180 0.297 -0.132
H -0.672738 3.756033 2.203085 -0.631 0.462 -0.152

2.
125
Properties=species:S:1:pos:R:3:forces:R:3 method="wB97M-V/def2-TZVPD" charge=-1 largest_force_ha_per_bohr=0.048 energy_ha=-5863.925332 homo_lumo_gap_ev=7.014 lumo_ha=0.0801
C 2.483459 -5.771869 -0.144231 0.452 -0.001 -0.388
C 3.298671 -4.605182 -0.805171 -1.762 -0.083 0.626
C 2.273970 -3.468704 -1.134208 0.636 -0.372 -0.331
F 1.780718 -2.907067 0.082940 0.356 -0.348 0.097
B 2.823396 -2.352259 -2.226871 -0.758 -0.002 0.117
O 2.640082 -0.921138 -1.932877 -0.126 0.548 -0.152
C 1.863153 -0.284214 -2.907031 -0.388 0.765 0.282
C 0.957847 -1.445194 -3.510340 1.409 -2.013 -0.016
P 0.695578 -1.456956 -5.391455 1.305 1.614 -0.994
O 2.120459 -2.125310 -6.010604 -2.114 0.555 0.521
Br -0.878056 -3.033540 -5.865469 0.372 -0.246 0.466
P -0.610896 -1.656626 -2.481362 -0.964 0.970 2.049
N -0.467343 -0.986308 -1.056743 -0.362 -0.690 -1.295
O -0.975195 -3.283215 -2.443197 0.681 1.731 -0.935
O -1.934799 -0.913818 -3.240597 1.667 -1.338 0.214
O 1.886283 -2.517007 -3.391092 -1.067 -0.359 -0.618
H 3.139013 -6.628675 0.111594 -0.353 0.421 0.240
H 1.902621 -5.407237 0.720472 0.446 -0.250 -0.193
H 1.743855 -6.166770 -0.872382 0.379 0.304 0.258
H 4.063152 -4.190734 -0.124143 -0.116 -0.317 -0.314
H 3.756572 -5.012329 -1.723840 -0.056 0.565 0.295
H 1.399060 -3.978599 -1.593198 0.307 0.316 0.255
H 3.965528 -2.619570 -2.532444 0.348 -0.080 -0.320
H 2.428182 0.241826 -3.712075 0.086 -0.770 0.094
H 1.342333 0.555735 -2.409220 -0.371 -0.616 -0.237
H 2.113823 -3.073479 -5.848553 0.436 -0.270 0.479
H -1.170728 -0.260651 -0.940277 0.040 -0.121 0.079
H -1.587829 -3.431263 -1.717811 -0.054 0.086 0.417
H -2.257374 -1.561728 -3.879372 -0.253 0.102 -0.361
C -2.983367 -3.212803 4.904665 0.083 0.122 0.050
O -2.128457 -2.123940 4.611226 -0.134 -0.185 -0.060
C -1.216049 -2.412673 3.550314 -0.074 0.472 0.020
C -1.667969 -1.793122 2.241108 0.315 -0.506 -0.225
O -2.872766 -2.396527 1.771114 -0.180 0.169 0.267
C -4.014225 -1.602134 2.030073 0.084 -0.126 -0.149
H -3.782075 -2.850255 5.552674 0.056 0.043 0.031
H -3.430157 -3.632890 4.000044 0.028 -0.017 -0.010
H -2.427310 -3.993817 5.434442 -0.065 -0.101 -0.021
H -1.079415 -3.492293 3.440044 -0.047 0.005 -0.036
H -0.252747 -1.978023 3.830085 0.032 -0.028 -0.021
H -0.901891 -1.973587 1.480685 0.005 0.105 -0.023
H -1.790282 -0.710411 2.343508 -0.028 -0.008 0.060
H -4.038592 -0.748102 1.344585 -0.062 0.085 0.059
H -4.033620 -1.243232 3.062835 0.015 0.028 0.011
H -4.898976 -2.215737 1.856355 0.036 -0.019 -0.047
C 6.182579 -0.782653 -0.273495 0.006 -0.087 -0.024
O 6.481691 -1.028701 1.095635 0.009 0.261 -0.065
C 6.588964 0.162818 1.860161 -0.008 -0.487 0.196
C 5.325984 0.414992 2.664050 -0.043 0.448 -0.280
O 4.231695 0.698554 1.810206 0.056 -0.154 0.177
C 3.371097 -0.423561 1.629882 -0.217 0.035 -0.239
H 5.897854 -1.727773 -0.733339 -0.012 0.012 0.051
H 5.354967 -0.079754 -0.388548 -0.015 -0.049 0.003
H 7.070397 -0.393048 -0.785722 -0.018 0.049 -0.038
H 6.814313 1.019733 1.217380 -0.083 0.026 -0.011
H 7.428395 0.028143 2.550613 0.029 0.043 0.036
H 5.478247 1.296591 3.297281 0.069 -0.011 0.054
H 5.104285 -0.434862 3.316886 0.038 -0.062 -0.049
H 2.772034 -0.579364 2.530175 0.067 -0.150 0.007
H 3.930103 -1.331482 1.399969 -0.010 0.023 -0.019
H 2.702582 -0.208285 0.796803 0.065 -0.039 -0.030
C 4.582300 2.833961 -2.846727 -0.024 -0.171 0.004
O 3.208430 2.847886 -3.197903 0.151 0.304 0.083
C 2.409771 3.540039 -2.248602 -0.191 -0.150 -0.370
C 2.053535 4.932672 -2.736951 0.146 0.058 0.421
O 3.203495 5.768496 -2.822120 0.000 -0.101 -0.241
C 3.677864 5.904736 -4.149950 0.010 0.068 0.118
H 5.147716 2.490415 -3.712675 -0.084 -0.054 -0.011
H 4.939868 3.828376 -2.566227 -0.029 0.011 0.016
H 4.748342 2.137352 -2.019021 0.065 0.023 0.026
H 2.911864 3.584788 -1.277954 0.010 0.053 -0.006
H 1.487774 2.965051 -2.124174 -0.026 0.008 0.054
H 1.375748 5.396222 -2.013547 -0.036 -0.024 -0.005
H 1.537121 4.884928 -3.700386 0.044 -0.062 -0.022
H 3.014008 6.564825 -4.718896 0.012 -0.034 -0.109
H 3.753627 4.938946 -4.654408 -0.029 -0.007 0.000
H 4.669046 6.356281 -4.108449 -0.033 0.028 0.061
C 1.484011 0.910230 4.356342 0.077 0.023 -0.010
O 1.742414 0.641499 5.727872 -0.080 0.161 -0.103
C 1.822564 1.823609 6.505826 -0.047 -0.426 0.235
C 0.533662 2.048470 7.275626 0.003 0.474 -0.218
O -0.547579 2.324546 6.397251 0.021 -0.231 0.069
C -1.379677 1.188140 6.188445 0.031 0.004 -0.002
H 1.208424 -0.024017 3.871301 0.027 -0.024 0.096
H 0.664324 1.622135 4.231072 0.015 0.003 0.035
H 2.386795 1.302285 3.877507 -0.058 0.031 -0.105
H 2.057523 2.688961 5.878669 -0.078 0.024 -0.002
H 2.642832 1.690348 7.218285 0.022 0.038 0.033
H 0.654842 2.923451 7.923061 0.033 -0.006 0.041
H 0.307367 1.187130 7.911410 0.043 -0.055 -0.053
H -1.995735 1.009380 7.074378 -0.045 -0.075 -0.046
H -0.795506 0.293975 5.960969 0.005 0.021 0.008
H -2.035667 1.398699 5.345627 0.010 0.076 0.049
C -3.448465 -1.579892 -8.143458 0.031 -0.023 0.087
O -2.618377 -0.484807 -8.492922 -0.145 -0.144 -0.203
C -1.715940 -0.795275 -9.544853 -0.012 0.413 0.157
C -2.198548 -0.235695 -10.871145 0.097 -0.438 -0.097
O -3.392695 -0.876906 -11.307051 -0.090 0.201 0.147
C -4.549187 -0.095899 -11.062044 0.031 -0.100 -0.087
H -4.245130 -1.207473 -7.499381 0.071 0.066 0.021
H -3.899719 -2.046499 -9.023407 0.016 0.024 -0.028
H -2.865800 -2.323599 -7.592035 -0.140 -0.016 -0.079
H -1.557430 -1.875338 -9.614211 -0.035 -0.004 -0.049
H -0.758600 -0.329955 -9.293944 0.043 -0.031 -0.017
H -1.436815 -0.429661 -11.632567 0.033 0.029 0.013
H -2.341822 0.847031 -10.805640 -0.024 -0.005 0.075
H -4.598332 0.734237 -11.775042 -0.058 0.079 0.054
H -4.565253 0.295849 -10.042631 0.024 0.016 -0.001
H -5.421857 -0.732786 -11.205658 0.052 -0.029 -0.047
C -5.115077 1.096113 5.249524 0.113 -0.059 0.044
O -4.548754 1.744621 6.377171 -0.356 0.064 -0.131
C -4.688984 3.157393 6.322795 0.189 -0.159 0.395
C -5.819271 3.636528 7.215897 -0.114 0.210 -0.402
O -7.085242 3.195348 6.739035 0.103 -0.202 0.149
C -7.580663 2.080901 7.461333 -0.071 0.092 -0.066
H -5.167549 0.029253 5.465215 0.091 0.021 0.036
H -6.122865 1.460398 5.035073 0.016 0.035 -0.004
H -4.477458 1.246038 4.372003 -0.064 -0.024 -0.073
H -4.839602 3.493193 5.292640 -0.074 0.009 0.013
H -3.749287 3.586779 6.683234 0.020 0.042 -0.022
H -5.837586 4.730601 7.203222 0.042 0.010 0.025
H -5.660090 3.313897 8.249151 0.039 -0.066 -0.024
H -7.935299 2.401216 8.446809 0.013 -0.090 0.060
H -6.821487 1.304649 7.580163 0.019 0.015 0.016
H -8.420742 1.666006 6.904934 0.001 0.076 -0.017